No. 1
Formula: C16H54N4O9
Source: the OMol25 dataset
Level of theory: ωB97M-V/def2-TZVPD

Output
ΔE to the lowest compared entry with this formula, charge and spin (kcal/mol): 0.0
E_tot (hartree): -1538.0233
Total charge: -1
Molecular weight (g mol⁻¹): 446.63
LUMO energy (alpha / beta) (eV): 2.55 / 2.49
E_HOMO (alpha / beta) (eV): 0.5 / -6.8
Spin multiplicity: 2
<S²>: 0.750
Kohn-Sham gap (alpha / beta) (eV): 2.02 / 9.33

CARTESIAN COORDINATES (ANGSTROEM)
O -2.237 -0.191 4.550
O 0.321 -0.167 -0.314
O 1.828 -0.301 -3.897
O 1.201 3.890 -0.292
O 0.481 -2.266 -2.401
O -2.987 0.493 -3.078
O 3.095 1.176 1.758
O 3.667 -1.573 -1.809
O 3.191 -4.123 -1.776
N -4.543 -0.114 2.871
N 1.368 -2.873 0.202
N 0.319 2.069 -2.479
N -0.030 2.027 1.723
C -0.067 3.468 1.660
C 2.035 -4.759 -1.322
C -3.273 -0.803 2.445
C -3.314 -0.875 -3.431
C -1.323 0.555 5.429
C 2.094 4.771 -0.880
C -3.149 -0.667 0.948
C -0.388 3.949 3.070
C 1.298 4.001 1.111
C -1.818 3.249 -2.501
C 0.391 -4.978 0.578
C -2.150 0.106 3.147
C -1.102 1.838 -2.372
C 4.323 -4.727 -1.224
C -1.595 0.858 -3.419
C 1.629 -4.272 0.117
H -3.010 0.374 0.658
H 2.448 -4.455 0.812
H 2.074 4.453 -1.922
H 1.146 -2.777 1.182
H 0.177 -4.648 1.594
H -0.347 -2.639 -2.703
H -3.251 -1.842 2.773
H -3.991 -1.120 0.425
H -0.938 1.698 2.021
H 0.692 -2.759 -1.609
H 4.812 -5.527 -1.780
H -0.932 -0.008 -3.430
H -0.427 -4.645 -0.060
H -1.671 3.582 -3.529
H 0.799 2.676 -1.830
H 1.781 5.815 -0.834
H 3.302 -2.457 -1.783
H 1.285 5.070 1.321
H 3.145 4.695 -0.603
H -2.255 1.173 2.950
H -4.574 -0.148 3.880
H -0.356 0.434 4.942
H -0.322 5.017 3.279
H -1.205 -0.174 2.681
H 2.149 1.311 1.713
H 1.007 -0.758 -0.001
H 3.369 1.657 2.539
H -4.392 -0.923 -3.276
H -3.206 -0.987 -4.510
H 0.540 -6.057 0.540
H -1.392 3.960 -1.793
H 3.759 -1.323 -0.890
H 1.254 -4.495 -2.035
H 2.103 -5.847 -1.345
H -0.961 3.752 1.104
H 2.166 -2.272 0.058
H 1.390 0.413 -3.434
H 0.451 2.449 -3.406
H -1.645 1.592 5.520
H -2.741 -1.531 -2.776
H 4.130 -5.033 -0.196
H -1.656 1.222 -4.444
H 2.169 3.575 1.609
H -1.353 1.369 -1.420
H 0.124 1.607 0.817
H -2.204 -1.125 0.656
H 0.494 -0.075 -1.251
H -1.416 3.619 3.220
H 1.576 -1.089 -3.415
H -4.478 0.891 2.802
H 5.079 -3.946 -1.131
H 0.147 3.410 3.852
H -2.872 3.009 -2.358
H -1.236 0.077 6.405

Atomic forces in eV per Å
0.4 0.7 0.6
-0.4 0.6 0.4
0.1 0.2 -0.9
0.9 -0.3 1.0
-0.2 0.2 -1.0
1.2 -0.4 -0.2
0.5 -0.1 -0.4
0.2 0.9 -0.1
0.1 -1.0 -0.5
-0.5 -1.2 0.4
-0.8 0.7 -0.5
0.8 -1.3 -1.3
0.2 -0.4 0.0
1.1 0.0 1.0
-1.4 0.6 1.0
-0.2 4.0 0.9
-0.3 2.1 0.2
-0.3 -1.1 -1.9
0.4 -0.2 -2.1
0.9 -0.3 0.0
-0.3 -0.4 0.5
-3.1 0.7 0.5
-0.1 -2.2 0.0
0.1 0.0 -0.1
-0.2 -2.6 0.1
-0.6 2.3 0.3
1.5 0.9 1.0
-1.4 -0.6 0.2
1.3 -1.3 -1.0
-0.4 0.2 0.0
0.3 -0.8 0.0
0.2 0.5 -0.4
-0.4 0.8 0.5
-0.2 -0.2 0.1
-0.3 0.0 -0.2
0.0 0.3 0.2
0.1 0.1 0.0
0.3 -0.1 0.0
0.0 0.2 1.1
-0.6 -0.3 -0.4
-0.1 -0.3 0.2
-0.2 -0.3 0.0
0.0 0.2 0.0
-0.7 -0.1 0.5
-0.2 0.2 0.3
-0.1 -0.6 -0.2
0.2 0.3 0.3
0.0 -0.2 0.6
-0.8 0.1 0.1
-0.1 -0.7 0.4
0.3 0.6 0.2
0.0 0.1 -0.3
0.6 -0.2 0.5
-0.7 -0.1 0.1
0.0 -0.2 0.1
0.1 0.0 0.3
0.1 -0.4 0.4
0.6 -0.5 0.0
-0.3 -0.1 0.1
-0.3 -0.1 0.0
0.2 0.3 0.3
-0.1 -0.1 0.1
0.3 -0.2 0.1
0.5 0.8 -0.9
0.7 -0.2 0.0
-0.1 0.4 0.4
0.4 0.1 -0.2
0.1 0.1 0.0
-0.1 -0.4 -0.4
0.0 -0.3 0.0
0.4 0.5 -0.1
0.0 -0.5 -0.4
0.1 0.1 0.2
0.1 -0.2 -0.4
0.0 -0.3 -0.3
0.2 0.0 -0.4
-0.3 0.3 0.3
0.0 -0.4 0.3
0.4 0.2 -1.0
0.1 0.1 -0.1
0.5 0.0 -0.2
-0.2 0.7 0.1
-0.5 -0.1 -0.1

=====

No. 2
Formula: C16H54N4O9
Source: the OMol25 dataset
Level of theory: ωB97M-V/def2-TZVPD

Output
ΔE to the lowest compared entry with this formula, charge and spin (kcal/mol): 18.9
E_tot (hartree): -1537.6904
Total charge: +1
Molecular weight (g mol⁻¹): 446.63
LUMO energy (alpha / beta) (eV): -2.51 / -8.51
E_HOMO (alpha / beta) (eV): -11.0 / -11.0
Spin multiplicity: 2
<S²>: 0.756
Kohn-Sham gap (alpha / beta) (eV): 8.54 / 2.54

CARTESIAN COORDINATES (ANGSTROEM)
O 1.612 -16.946 3.813
O 5.117 -9.322 4.679
O 8.560 -9.462 5.442
O 9.406 -12.287 7.372
O 5.378 -12.561 0.203
O 6.948 -11.846 5.245
O 10.665 -12.472 2.036
O 8.187 -16.247 5.514
O 4.610 -11.255 6.767
N 10.989 -18.693 4.540
N 12.710 -14.689 2.464
N 2.982 -14.573 2.937
N 5.589 -12.194 2.798
C 12.867 -13.453 3.112
C 7.785 -14.895 5.245
C 6.976 -10.499 1.668
C 3.043 -15.030 4.281
C 0.327 -17.350 3.803
C 12.065 -12.236 2.346
C 3.084 -13.769 5.137
C 4.745 -12.942 -0.950
C 4.680 -11.485 0.805
C 9.677 -18.193 4.991
C 14.388 -13.269 3.183
C 9.799 -12.286 3.159
C 5.531 -11.025 1.937
C 9.432 -16.619 4.916
C 9.700 -18.547 6.462
C 1.744 -15.874 4.687
H 11.738 -18.103 4.874
H 0.226 -17.788 4.797
H 10.066 -11.913 6.788
H 3.663 -11.122 6.799
H 12.364 -13.535 4.075
H 0.920 -15.163 4.620
H 3.670 -11.856 0.977
H 10.160 -12.850 4.018
H 12.628 -11.994 1.444
H 2.039 -16.142 5.701
H 3.242 -14.038 6.181
H 8.238 -8.570 5.313
H 7.718 -11.214 1.313
H 7.724 -14.835 4.158
H 0.197 -18.193 3.124
H 2.395 -13.786 2.701
H 4.639 -12.506 2.938
H 8.749 -12.544 3.019
H 9.667 -19.636 6.502
H 10.147 -16.116 5.567
H 8.536 -14.171 5.560
H 4.696 -12.143 -1.690
H 11.028 -18.557 3.540
H 13.334 -14.721 1.671
H 8.857 -18.554 4.371
H 6.803 -14.798 5.708
H 14.857 -12.870 2.283
H 4.883 -11.257 7.684
H 12.108 -11.285 2.876
H 9.519 -16.241 3.897
H -0.512 -16.657 3.863
H 7.528 -10.190 2.555
H 3.939 -13.139 4.888
H 4.608 -10.663 0.093
H 9.762 -11.222 3.394
H 5.112 -10.171 2.469
H 8.571 -12.091 6.946
H 6.479 -11.804 4.412
H 7.769 -9.998 5.494
H 10.544 -17.987 6.864
H 6.893 -9.679 0.954
H 2.541 -15.341 2.453
H 14.563 -12.488 3.923
H 3.997 -15.526 4.458
H 3.719 -13.218 -0.703
H 11.769 -14.599 2.108
H 5.946 -12.778 2.055
H 5.134 -9.836 5.486
H 2.162 -13.188 5.165
H 14.889 -14.200 3.447
H 5.450 -9.918 4.008
H 8.769 -18.115 6.829
H 5.115 -13.901 -1.313
H 6.302 -12.178 5.868

Atomic forces in eV per Å
1.8 2.0 -1.0
0.0 0.6 -0.2
0.6 0.1 -0.2
0.2 -0.4 0.2
1.0 0.5 0.6
1.2 0.2 1.0
2.6 -0.7 0.4
-0.1 -0.4 -0.4
0.2 0.0 0.0
-0.8 0.8 -1.5
-1.8 2.4 -1.3
0.2 -0.9 -2.1
0.9 0.3 0.5
1.9 -1.5 0.3
0.6 -1.6 -0.6
-0.2 -0.5 -0.7
-1.7 1.6 1.2
-2.1 -3.0 1.9
-2.5 1.1 -1.2
0.3 -0.4 1.4
-1.4 -1.2 -0.7
0.8 1.0 -2.1
0.6 1.8 0.5
-0.3 1.9 0.9
-0.2 0.9 0.7
0.6 0.9 1.6
0.1 -0.3 1.1
-2.1 0.3 -1.0
3.6 1.6 -0.2
0.1 0.1 0.6
-0.7 -0.8 0.4
0.1 0.3 0.0
-0.4 0.0 -0.1
-0.2 0.4 0.4
-0.3 -0.2 0.2
-0.2 0.4 0.9
0.1 0.0 0.2
-0.3 -0.8 -0.5
-1.0 -0.6 0.4
0.1 -0.1 0.2
-0.1 0.3 0.0
-0.6 -0.5 -0.8
-0.5 0.5 -0.2
-0.2 0.5 -0.4
-0.2 0.3 0.8
-0.2 -0.4 0.2
0.3 -0.5 -0.8
0.5 0.2 0.7
0.9 0.1 -0.2
-0.2 0.1 0.5
0.3 -0.1 -0.3
0.2 -0.3 -0.5
0.5 -0.9 -0.2
0.1 -0.8 0.3
0.3 0.4 0.0
-0.4 -0.2 -0.4
0.1 0.1 0.4
0.3 -0.4 1.1
-0.1 0.0 -0.4
0.3 0.8 -1.1
-0.8 0.6 0.5
-0.1 0.1 -0.2
-0.2 0.1 -0.5
0.3 0.1 0.3
-0.8 -0.1 -0.4
-0.3 0.2 -0.3
-0.6 -0.5 -1.2
-0.4 -0.5 0.0
0.1 -0.7 0.5
0.3 0.1 0.1
0.2 -0.2 -0.8
0.5 -0.2 0.2
-0.2 -0.6 -0.1
-0.6 0.2 0.0
-0.8 -1.6 -0.2
0.3 -1.5 0.7
0.0 -0.3 0.4
-0.1 0.0 -0.5
-0.2 0.1 0.2
0.1 -0.1 0.2
0.1 -0.3 0.8
0.7 0.4 -0.2
-0.4 0.0 0.1

=====

No. 3
Formula: C16H56N14O12
Source: the OMol25 dataset
Level of theory: ωB97M-V/def2-TZVPD

Output
ΔE to the lowest compared entry with this formula, charge and spin (kcal/mol): 7.6
E_tot (hartree): -2312.5893
Molecular weight (g mol⁻¹): 636.71
LUMO energy (eV): -0.37
E_HOMO (eV): -8.1
Spin multiplicity: 1
Kohn-Sham gap (eV): 7.69

CARTESIAN COORDINATES (ANGSTROEM)
O 3.099 4.428 -1.410
O 1.354 0.000 -0.623
O -2.911 1.486 -0.577
O -0.428 -2.166 -2.618
O -2.756 -3.860 -0.511
O 0.014 5.971 1.779
O -0.676 -2.535 4.017
O 3.651 -0.339 0.596
O -1.498 2.886 2.788
O 1.764 1.745 1.995
O -1.376 1.890 -5.015
O 0.847 -4.204 -1.228
N 4.498 -1.514 -1.315
N 5.602 -1.506 0.596
N -2.390 3.807 -0.117
N 0.179 3.911 0.792
N -1.873 0.320 -3.352
N -1.063 -2.130 -4.830
N -1.716 2.949 -2.018
N 1.206 0.950 4.066
N 3.141 2.153 -1.100
N 1.803 4.660 2.015
N -0.818 -4.109 -3.939
N 1.429 2.967 -2.109
N 2.627 -0.218 2.980
N 0.212 0.402 -3.968
C -1.004 0.861 -4.111
C 1.820 0.723 2.953
C -2.370 2.767 -0.924
C -1.829 1.488 2.980
C -3.435 -2.623 -0.677
C -3.331 1.279 2.645
C -0.721 -2.803 -3.802
C 0.032 0.244 -0.166
C 2.494 3.238 -1.438
C 4.600 -1.106 -0.086
C 1.928 -3.618 0.974
C 1.767 -3.375 -0.558
C -4.140 -2.246 0.658
C 0.680 4.869 1.466
C -1.889 -1.866 3.757
C -0.694 -0.892 0.637
H -0.839 -2.390 -5.888
H -3.510 0.240 2.654
H 2.732 -3.471 -1.050
H 0.727 1.792 4.100
H 0.888 3.878 -2.199
H -0.922 -1.183 -4.576
H -2.651 3.673 0.866
H -4.088 1.591 3.327
H 4.064 2.343 -0.650
H 2.254 5.459 2.547
H 2.492 -1.120 3.559
H 2.756 1.206 -0.853
H -0.636 0.277 -1.075
H 1.281 0.276 4.782
H -1.214 0.932 2.320
H 2.588 -2.781 1.330
H -0.799 3.042 2.086
H 6.287 -2.185 0.273
H -1.682 1.220 4.018
H -1.607 2.140 -2.595
H -0.601 -2.691 4.924
H -0.832 4.023 0.348
H -3.583 -2.349 1.554
H 5.581 -1.299 1.573
H 0.520 -0.323 -3.301
H -4.130 -2.698 -1.453
H -2.796 -2.473 4.118
H 1.008 -3.616 1.602
H -5.081 -2.749 0.667
H 1.827 -0.466 0.054
H 0.869 2.107 -2.042
H -4.391 -1.123 0.609
H -2.738 -1.894 -1.035
H 3.591 -1.356 -1.906
H -2.292 4.781 -0.420
H -0.801 -4.528 -4.862
H -1.878 -0.928 4.193
H -1.755 -0.665 0.734
H -1.330 3.884 -2.303
H 2.438 -4.600 1.098
H -1.727 -0.326 -2.573
H 0.730 3.099 0.498
H 0.399 -3.580 -1.760
H 0.984 1.027 -4.389
H 5.259 -2.129 -1.684
H -2.862 0.479 -3.580
H -0.151 -0.904 1.632
H -2.790 -4.313 -1.355
H -1.956 -1.724 2.716
H 2.359 3.766 1.855
H 1.545 -2.355 -0.708
H -3.525 1.876 1.752
H -0.119 1.186 0.242
H -0.249 -4.732 -3.304
H 3.075 -0.353 2.105
H -0.549 -1.877 0.229

Atomic forces in eV per Å
-3.1 -4.3 0.3
-1.4 0.0 -0.5
2.8 6.5 -1.7
-1.0 -2.8 -4.7
-0.1 -0.3 0.0
1.5 -3.2 -1.7
0.4 0.0 -2.1
4.2 -3.3 -4.0
0.3 -0.2 -0.2
0.2 -5.0 3.4
2.2 -5.2 4.5
0.9 -1.2 1.1
-1.6 -0.7 -4.1
3.4 -1.4 2.0
-1.5 1.9 2.4
-4.3 -3.7 -4.6
-5.0 -1.6 2.1
0.1 1.8 -5.6
1.6 1.4 -2.6
-1.5 -0.2 1.2
3.7 -2.8 2.8
6.9 -0.6 2.7
1.9 -4.2 1.5
-6.0 2.6 -2.2
3.4 -7.4 0.4
5.3 1.4 -1.1
-1.1 6.3 -5.7
-2.0 9.5 -3.7
-3.1 -7.0 2.5
-1.7 2.1 0.0
0.7 -0.1 2.1
1.3 1.1 -0.1
1.4 1.0 6.2
-2.6 -2.7 -2.8
5.9 4.5 -0.1
-6.4 3.9 3.2
0.5 -0.2 -0.5
0.7 -0.8 1.2
-0.3 2.7 -2.4
-3.7 7.2 2.9
-1.2 -2.5 0.7
2.5 1.3 1.3
-0.8 0.6 3.4
-0.3 -1.4 -1.1
0.5 -0.4 0.2
-1.3 1.5 0.6
0.6 -1.9 -0.2
-0.2 1.0 -1.0
-0.2 0.1 -0.5
0.0 0.9 1.3
-1.4 -0.2 -0.5
-1.0 -1.7 -1.2
0.1 2.4 -1.2
-0.1 1.7 -0.3
0.9 0.2 0.4
-0.3 -0.2 1.0
0.4 -0.9 -0.4
-0.4 -0.8 -0.1
-0.7 -0.6 1.1
-0.4 0.4 0.1
0.5 0.0 0.3
-0.2 0.3 -0.5
0.1 -0.4 2.1
3.3 -0.3 1.3
0.7 -0.6 0.6
0.2 0.2 0.3
-0.7 0.5 -0.2
-1.6 -0.2 -1.1
1.2 0.9 -0.5
0.4 0.1 -0.8
-0.6 -0.6 0.5
0.9 -0.1 0.8
0.8 0.7 0.3
0.3 -1.5 0.0
0.7 0.8 0.2
2.6 -0.3 1.8
-0.2 -0.7 0.0
-0.4 0.5 0.0
-0.2 2.0 1.1
0.1 0.2 0.1
-0.7 -1.7 0.4
-0.3 0.7 0.2
0.5 0.2 -0.5
-0.2 0.6 0.4
-1.5 1.3 -1.0
-1.8 -1.5 0.9
-1.4 0.9 0.2
0.8 0.2 0.3
-1.0 -0.2 -0.6
0.2 -0.2 0.0
-0.1 0.0 -1.1
-1.2 1.7 0.4
-0.8 1.2 -0.2
-0.2 -1.1 -0.4
0.2 1.7 1.4
-1.1 1.2 -0.5
1.0 -0.5 -1.0
0.0 -0.3 -0.6